1.
Molecular formula: C2H5N2
Method: DFT, ωB97M-V with the def2-TZVPD basis set

Geometry as XYZ:
```
9
C2H5N2, DFT ωB97M-V with the def2-TZVPD basis set
C -0.1751 0.1630 0.2822
C 0.9489 -0.7636 0.0946
N -0.3839 -0.8328 -0.5001
N -0.6078 1.2404 0.8421
H 1.7886 -0.3831 -0.4851
H 1.2039 -1.5611 0.7833
H -1.1929 -1.2095 -3.1620
H -0.0710 1.7184 1.5541
H -1.5108 1.6283 0.5908
```

* expectation value of S²: 2.009
* molecular weight: 57.1 g/mol
* strongest force on any atom: 2.82 eV/A
* multiplicity: 3
* net charge: +1
* LUMO energy (spin up / spin down): -4.0861 / -8.9864 eV
* E_HOMO (spin up / spin down): -14.1 / -16.9 eV
* frontier orbital gap (spin up / spin down): 10.02 / 7.94 eV

2.
Molecular formula: C2H14CdO6
Method: DFT, ωB97M-V with the def2-TZVPD basis set

Geometry as XYZ:
```
23
C2H14CdO6, DFT ωB97M-V with the def2-TZVPD basis set
Cd 9.7820 23.4049 -11.7988
O 11.0945 22.1025 -10.8338
H 11.8469 21.6959 -11.2832
O 9.3291 24.2389 -9.8676
H 9.5872 25.1068 -9.5364
O 8.0769 21.9201 -11.4885
H 7.8481 22.0621 -10.5617
H 7.7257 21.0621 -11.7314
O 11.4983 24.9163 -12.2731
H 11.9310 25.0601 -13.1181
H 11.9850 25.4381 -11.6300
O 8.4881 24.7070 -13.0200
H 8.6369 25.3023 -13.7576
H 7.5703 24.8227 -12.7588
C 11.7464 20.2884 -13.7499
C 11.5875 21.7750 -14.0391
O 10.2171 22.2304 -13.9304
H 11.6146 19.7127 -14.6731
H 10.9529 19.9109 -13.1064
H 12.7198 20.0805 -13.3138
H 11.9677 22.0484 -15.0271
H 12.1326 22.3738 -13.3119
H 9.7758 21.9986 -14.7517
```

* molecular weight: 246.5 g/mol
* strongest force on any atom: 2.08 eV/A
* multiplicity: 1
* net charge: 0
* LUMO energy: -0.1781 eV
* E_HOMO: -7.3 eV
* frontier orbital gap: 7.08 eV

3.
Molecular formula: C8H20N5
Method: DFT, ωB97M-V with the def2-TZVPD basis set

Geometry as XYZ:
```
33
C8H20N5, DFT ωB97M-V with the def2-TZVPD basis set
C -2.1358 1.8032 0.2340
C -2.7386 -1.3932 -0.2318
C -2.2031 1.7171 1.7017
C 5.0418 -0.3094 0.4153
C 3.8930 -0.4211 -0.6513
C 2.6958 0.1541 0.0985
C 1.3816 0.0310 -0.6731
C -1.0167 0.5826 -0.3323
N -2.6910 2.4252 -0.6879
N -3.0526 -2.6788 0.0729
N -3.6035 -0.6937 -0.9608
N 0.2757 0.7416 0.0265
N -1.5700 -0.8545 0.0083
H -2.0595 0.5791 2.0590
H -1.4640 2.2526 2.0908
H -3.2576 2.0490 2.0155
H 4.9074 -0.8957 1.2279
H 5.9199 -0.5506 -0.1005
H 5.1709 0.7713 0.6469
H 3.9102 0.2691 -1.5950
H 3.6364 -1.3901 -0.9012
H 2.6984 -0.4012 0.9837
H 2.7306 1.2749 0.1513
H 0.9820 -0.9348 -0.7437
H 1.2804 0.5538 -1.7286
H -1.2558 0.5019 -1.3382
H -2.5372 2.3536 -1.6635
H -3.5967 -3.2046 -0.5727
H -2.6033 -3.0590 0.8879
H -4.3784 -1.2007 -1.4154
H -3.8852 0.1809 -0.5694
H 0.4190 1.0841 0.9775
H -0.8941 -1.3377 0.5679
```

* molecular weight: 186.3 g/mol
* strongest force on any atom: 6.41 eV/A
* multiplicity: 1
* SMILES: [H]/N=C(/C)[C@@H](NCCCC)[NH+]=C(N)N
* net charge: +1
* LUMO energy: -2.8289 eV
* E_HOMO: -12.2 eV
* frontier orbital gap: 9.41 eV

4.
Molecular formula: C12H27ClILuN2OP2
Method: DFT, ωB97M-V with the def2-TZVPD basis set

Geometry as XYZ:
```
47
C12H27ClILuN2OP2, DFT ωB97M-V with the def2-TZVPD basis set
C 1.2657 -4.7206 0.2410
C 1.3979 -3.4622 0.9116
H 1.8214 -5.5127 0.8001
H 1.6428 -4.6343 -0.7999
H 0.1909 -4.9841 0.1460
O 1.7107 -2.6420 1.6800
I -1.3971 -2.5033 -3.1541
Lu -0.6542 -0.7100 -1.2661
P -2.0495 -0.9247 1.1264
C -1.9001 -0.0722 2.7339
C -3.4932 -0.0343 0.4189
H -4.4223 -0.3787 0.8885
H -3.8495 -2.3626 1.9465
H -3.5373 -0.1976 -0.6703
H -2.7754 -3.1981 0.7692
H -1.7641 1.0059 2.5790
H -3.3498 1.0351 0.6115
C -2.8066 -2.5126 1.6269
H -2.7946 -0.2223 3.3623
H -2.2268 -2.9513 2.4545
H -1.0188 -0.4560 3.2555
P 2.0026 0.0361 -1.5240
C 3.0973 1.1094 -0.5340
C 3.2119 -1.0887 -2.3117
H 0.6997 0.8066 -3.4456
H 2.4392 1.2492 -3.6011
H 1.3697 2.1543 -2.4774
C 1.5915 1.1718 -2.9099
H 2.6630 -1.9105 -2.7910
H 3.8114 -0.5522 -3.0636
H 4.0081 1.3841 -1.0926
H 3.3757 0.5796 0.3809
H 3.8781 -1.5082 -1.5410
H 2.5752 2.0322 -0.2487
Cl -2.0018 0.7113 -2.7494
C 0.7814 1.7498 1.8393
C -0.0443 2.3761 0.7938
N -0.6504 1.9191 -0.3075
C -1.2926 3.0529 -0.8878
C -1.0456 4.1422 -0.1076
N -0.2689 3.6964 0.9271
H 1.7465 2.2787 1.8564
H 0.2825 1.9285 2.8038
H 0.9162 0.6941 1.6565
H -1.8647 2.9742 -1.7986
H -1.3601 5.1763 -0.2133
H 0.0882 4.2752 1.6856
```

* molecular weight: 614.6 g/mol
* strongest force on any atom: 6.09 eV/A
* multiplicity: 1
* net charge: +2
* LUMO energy: -9.2631 eV
* E_HOMO: -13.9 eV
* frontier orbital gap: 4.63 eV

5.
Molecular formula: C3H6NO2
Method: DFT, ωB97M-V with the def2-TZVPD basis set

Geometry as XYZ:
```
12
C3H6NO2, DFT ωB97M-V with the def2-TZVPD basis set
C -0.6247 -1.2299 0.4952
C -0.9728 0.1627 0.4575
N -2.3605 0.6769 0.2498
H -1.3713 -2.0128 0.1529
H 0.3730 -1.5638 0.7636
H -0.2194 0.9878 0.5260
H -2.9985 -0.0760 -0.1848
H -2.3231 1.4020 -0.4972
O 2.0531 1.5005 -0.2742
C 2.6312 0.4004 -0.4764
O 2.4102 -0.7661 0.0267
H 3.4027 0.5185 -1.2391
```

* molecular weight: 88.1 g/mol
* strongest force on any atom: 4.24 eV/A
* multiplicity: 1
* net charge: -1
* LUMO energy: 4.1294 eV
* E_HOMO: -4.0 eV
* frontier orbital gap: 8.16 eV

6.
Molecular formula: C38H58F5LuN4O5P2S2Se
Method: DFT, ωB97M-V with the def2-TZVPD basis set

Geometry as XYZ:
```
116
C38H58F5LuN4O5P2S2Se, DFT ωB97M-V with the def2-TZVPD basis set
Lu 1.9682 1.0883 0.8027
C 0.8670 0.1248 4.8972
C 1.7858 0.0275 3.7028
O 1.2126 0.1922 2.5235
C 3.2371 -0.1331 3.8168
C 3.8334 -0.4900 5.0645
C 5.1768 -0.5046 5.3239
C 6.0504 -0.3307 4.2449
C 5.5389 -0.0641 2.9717
C 4.1503 0.0191 2.6707
O 3.8641 0.2529 1.4255
H -0.1688 0.2385 4.5337
H 1.1429 1.0059 5.4550
H 1.0086 -0.6917 5.5877
H 3.1898 -0.8380 5.8570
H 5.5548 -0.6104 6.3614
H 7.0969 -0.2886 4.5116
H 6.1589 0.0685 2.1056
O 0.7904 3.0804 0.9343
S 1.6928 4.2283 1.3908
O 1.9091 4.1995 2.8063
O 1.2599 5.5128 0.7677
S 3.5719 3.4366 0.5616
F 0.3137 -8.3398 1.4551
C -0.6563 -7.4092 1.9139
C -1.7361 -6.8877 1.2863
F -2.9935 -7.1399 1.6104
C -1.2062 -5.5629 1.0846
F -1.8826 -4.7122 0.2440
C -0.7199 -4.9298 2.1928
Se -0.6370 -3.1881 2.2316
C -0.3331 -5.6899 3.3738
F 0.0975 -4.9538 4.4210
C -0.6673 -7.0510 3.3185
F -0.6630 -7.9892 4.2207
N 1.2418 0.0159 -0.8157
P 1.2654 0.0591 -2.3797
N 2.7144 -0.5867 -2.9997
C 3.0580 -0.8133 -4.4279
C 3.4873 -2.2528 -4.7444
C 4.6724 -2.7048 -3.9203
C 4.3161 -2.4519 -2.4323
C 3.8378 -1.0106 -2.1340
N -0.0258 -0.7047 -3.1358
C -0.6348 -0.1875 -4.3631
C -1.0702 -1.3387 -5.2940
C -2.1465 -2.2382 -4.6252
C -2.0016 -2.1532 -3.0511
C -0.6103 -1.9388 -2.5397
N 1.1975 1.6051 -3.0559
C 2.3828 2.4368 -3.0715
C 2.2256 3.6627 -3.9654
C 1.0629 4.5206 -3.5547
C -0.1881 3.6324 -3.6859
C 0.0558 2.4529 -2.6755
H 3.9095 -0.1381 -4.6931
H 2.1323 -0.4524 -5.0047
H 3.6625 -2.4244 -5.8409
H 2.6159 -2.8796 -4.4852
H 5.5878 -2.1793 -4.1679
H 4.7889 -3.7930 -4.0343
H 5.2117 -2.6661 -1.8771
H 3.5531 -3.1890 -2.0593
H 4.7108 -0.3175 -2.2076
H 3.4026 -0.8192 -1.1283
H 0.0791 0.4585 -4.8236
H -1.4704 0.4969 -4.1360
H -0.1851 -1.9223 -5.6268
H -1.4571 -0.8560 -6.1898
H -2.1122 -3.2942 -5.0681
H -3.1449 -1.8005 -4.8430
H -2.3534 -3.1420 -2.7250
H -2.6758 -1.4380 -2.6207
H 0.1175 -2.7059 -2.8726
H -0.6508 -1.8605 -1.4390
H 3.1546 1.7688 -3.3763
H 2.6317 2.7848 -2.0649
H 2.0174 3.3964 -4.9997
H 3.1821 4.2094 -4.0428
H 0.9684 5.3948 -4.2154
H 1.1363 4.8256 -2.4746
H -0.2285 3.2624 -4.7630
H -1.1281 4.0995 -3.4333
H -0.8593 1.8312 -2.6372
H 0.2670 2.8529 -1.5679
C -4.8343 -0.8033 2.8139
C -4.3971 0.5874 3.3068
C -3.7959 0.4858 4.6749
P -3.1464 1.4544 2.0959
C -4.3188 1.9246 0.6486
C -4.3009 0.9522 -0.5525
C -5.7947 2.2144 0.9879
C -2.9243 3.1509 2.9975
C -3.2881 4.3773 2.1545
C -1.4763 3.1439 3.4541
H -5.2772 -1.4297 3.6427
H -3.9732 -1.3412 2.4949
H -5.5596 -0.7374 2.0193
H -5.2793 1.2369 3.3576
H -2.9259 -0.2348 4.6215
H -4.5120 0.0556 5.3838
H -3.4105 1.4373 5.0663
H -3.8395 2.8157 0.2845
H -5.0364 0.1681 -0.3976
H -3.3132 0.4449 -0.6818
H -4.5588 1.5163 -1.4646
H -6.3447 1.2384 1.1009
H -6.3214 2.7698 0.1717
H -5.9061 2.7779 1.9454
H -3.6473 3.0803 3.8335
H -2.6599 4.3585 1.2434
H -3.0007 5.2373 2.7813
H -4.3807 4.4115 1.9169
H -0.7655 3.1397 2.6237
H -1.2331 2.3349 4.1111
H -1.2904 4.0541 3.9837
```

* molecular weight: 1125.9 g/mol
* strongest force on any atom: 5.08 eV/A
* multiplicity: 1
* net charge: -2
* LUMO energy (spin up / spin down): 3.5674 / 3.5674 eV
* E_HOMO (spin up / spin down): -2.4 / -2.4 eV
* frontier orbital gap (spin up / spin down): 6.01 / 6.01 eV